16
Properties=species:S:1:pos:R:3:mulliken_charge:R:1 method="wB97M-V/def2-TZVPD" smiles=O[C@]12CNC[C@]1(F)C2 de_lowest_kcal_mol=162.90 homo_energy_ev=-8.70 max_force_ev_per_a=6.86 orbital_gap_ev=9.5
F 1.72533 0.92313 0.09502 -0.3655
O -1.88122 0.03215 0.51971 -0.5909
N 0.31210 -1.15434 -1.27551 -0.4637
C -0.42837 0.33492 -1.26242 -1.4631
C -0.72184 0.68415 0.19867 0.8879
C 0.60451 0.13159 0.70754 0.5452
C 0.06268 1.30913 1.30847 -0.5127
C 0.63003 -1.36382 0.24335 -0.5681
H 1.56276 -2.10694 0.43665 0.2832
H -0.37807 1.06724 2.39670 0.2046
H 0.47828 2.33462 1.47747 0.2619
H -0.24368 -1.81400 0.94261 0.2033
H -2.23722 -0.43853 -0.38110 0.4135
H -1.17895 0.22137 -1.97294 0.3883
H 1.26745 -1.03743 -1.84576 0.3102
H 0.42620 0.87676 -1.58846 0.4659

=====

16
Properties=species:S:1:pos:R:3:mulliken_charge:R:1 method="wB97M-V/def2-TZVPD" smiles="C/C(N)=C/C(=S)CF" de_lowest_kcal_mol=45.16 homo_energy_ev=-8.23 max_force_ev_per_a=5.56 orbital_gap_ev=7.5
S -3.15084 -1.10061 0.01410 -0.2884
F -1.39470 2.02163 0.75709 -0.3225
N 0.95090 0.95043 -0.40168 -0.4757
C 2.07729 -1.12530 0.30900 -1.3417
C -0.39713 -0.93143 0.28303 -0.7270
C 0.83170 -0.40464 0.00158 0.9118
C -1.62661 -0.31578 -0.04273 0.3457
C -1.85628 1.11653 -0.24002 -0.5759
H 1.91963 -2.21725 0.30146 0.3300
H 1.91434 1.50092 -0.76318 0.2358
H 2.62795 -0.88201 1.10804 0.3616
H -3.00265 1.14534 -0.15069 0.2773
H -0.55519 -1.93129 0.72427 0.3086
H -1.38446 1.61583 -1.21591 0.2808
H 0.30188 1.66531 -0.11299 0.3043
H 2.74418 -1.10768 -0.57135 0.3753

=====

18
Properties=species:S:1:pos:R:3:mulliken_charge:R:1 method="wB97M-V/def2-TZVPD" s2=2.04 de_lowest_kcal_mol=29.83 homo_energy_ev="-5.97 / -9.66" multiplicity=3 max_force_ev_per_a=4.64 orbital_gap_ev="5.2 / 6.9"
I 1.76329 1.27288 -2.14754 0.0759
S 1.54783 2.28797 0.68184 -0.1155
N -0.68869 1.11952 1.14011 0.1250
N -0.38741 1.68101 2.32158 -0.7187
N 0.02974 1.08090 -1.09651 -0.5413
C 0.80930 -1.65901 -0.44571 -0.8224
C 0.10862 1.40025 0.17095 0.5899
C -0.38479 -1.05540 -1.21611 -0.2383
C 0.70638 2.36828 2.23406 -0.0816
C -1.70701 -1.20661 -0.47973 -1.0672
H -1.78174 -2.31447 -0.38089 0.3649
H 1.77322 -1.82667 -1.02701 0.2769
H 1.11018 -1.02889 0.35792 0.2438
H -1.76700 -0.69498 0.53741 0.2948
H 1.12247 3.09803 2.84557 0.4429
H -0.28728 -1.05513 -2.22935 0.5361
H 0.44429 -2.61643 -0.06363 0.3385
H -2.41140 -0.85125 -1.20296 0.2961

=====

18
Properties=species:S:1:pos:R:3:mulliken_charge:R:1 method="wB97M-V/def2-TZVPD" s2=0.75 de_lowest_kcal_mol=109.16 homo_energy_ev="-14.30 / -17.69" multiplicity=2 max_force_ev_per_a=5.54 charge=+2 orbital_gap_ev="6.5 / 9.8"
Mg -1.17985 2.40590 1.76497 0.5451
Na 0.67123 -3.04600 -0.72456 0.9749
O -0.55631 -0.88224 -0.65594 -0.6314
O -1.50846 0.44385 0.86942 -0.5312
O 0.50155 0.89082 0.27421 -0.4002
C -3.48041 -1.53307 -0.26917 -0.2534
C -0.55590 0.16517 0.04306 1.2098
C 2.82176 1.40216 0.46545 -1.2211
C -2.85389 -1.20971 -1.36132 -0.3334
C 1.83034 0.31763 0.13907 -0.1118
H -2.46814 -0.53413 0.70505 0.4463
H 1.91766 -0.51856 0.84655 0.2836
H -3.39126 -2.61723 -1.02971 0.3246
H 2.60876 2.31215 -0.10914 0.3298
H -2.87298 -0.22849 -1.83772 0.3766
H 1.93448 -0.05229 -0.88969 0.2960
H 2.75809 1.67015 1.52755 0.3240
H 3.82332 1.01389 0.24191 0.3719

=====

14
Properties=species:S:1:pos:R:3:mulliken_charge:R:1 method="wB97M-V/def2-TZVPD" smiles="C=C=C(C)[NH+]=C" de_lowest_kcal_mol=82.34 homo_energy_ev=-14.19 max_force_ev_per_a=4.98 charge=+1 orbital_gap_ev=8.7
N 1.24835 -0.06714 0.06698 -0.0585
C 1.75216 1.10400 0.01184 -0.1451
C -0.28597 -1.86215 -0.12412 -1.5603
C -1.92882 1.46098 -0.07851 -0.6971
C -1.09276 0.49989 -0.18778 0.1421
C -0.16152 -0.39192 0.05637 0.5503
H -1.34471 -2.33297 0.01587 0.3309
H -2.01025 1.92901 0.88097 0.2946
H 0.27125 -2.34870 0.59147 0.4860
H 1.90887 -0.91305 0.36397 0.3709
H -2.38802 1.79215 -0.92134 0.3210
H 0.06622 -2.09542 -1.03756 0.4282
H 2.87965 1.27270 0.23778 0.2663
H 1.08552 1.95262 0.12406 0.2706

=====

14
Properties=species:S:1:pos:R:3:mulliken_charge:R:1 method="wB97M-V/def2-TZVPD" smiles="C=C1[N@H+]2C[C@@]12C" de_lowest_kcal_mol=101.23 homo_energy_ev=-15.10 max_force_ev_per_a=4.94 charge=+1 orbital_gap_ev=12.0
N -0.37396 1.02202 -0.63325 -0.1809
C 1.35145 -1.02767 -0.03744 -1.3095
C -2.35463 -0.45716 0.09639 -0.7819
C -1.11920 -0.05008 0.14933 0.3227
C 0.47316 1.44418 0.49522 -0.4025
C 0.31429 0.00822 0.19202 0.7855
H 0.02046 1.80662 1.43196 0.2958
H 1.48977 1.70067 0.34973 0.3191
H 1.07704 -1.94033 -0.33783 0.4191
H 1.92405 -1.08057 0.89101 0.3339
H -2.60815 -1.41891 0.56062 0.2643
H -0.77354 1.34213 -1.51483 0.3147
H -3.13486 -0.22105 -0.68361 0.2713
H 1.99251 -0.54925 -0.79483 0.3484

=====

14
Properties=species:S:1:pos:R:3:mulliken_charge:R:1 method="wB97M-V/def2-TZVPD" de_lowest_kcal_mol=175.57 homo_energy_ev=-15.79 max_force_ev_per_a=5.11 charge=+1 orbital_gap_ev=9.6
N -0.04601 -0.00528 0.00681 0.2285
C 0.57648 -1.20388 0.40302 -1.0335
C -2.72945 0.03140 0.59887 -0.4674
C 0.71383 1.27893 0.49870 -0.8651
C -0.78684 -0.08212 -1.21350 -0.3404
C -1.52676 0.04277 0.10047 0.4565
H 0.92136 1.17570 1.53283 0.3173
H -0.52416 0.90449 -2.04945 0.3047
H -0.72248 -1.05238 -1.61063 0.3228
H 1.50118 -1.19913 -0.05084 0.4575
H 1.62320 1.25204 -0.10146 0.4060
H 0.19355 2.11968 0.17480 0.4050
H -0.04793 -2.01695 0.27189 0.4339
H 0.85402 -1.24526 1.43849 0.3743

=====

14
Properties=species:S:1:pos:R:3:mulliken_charge:R:1 method="wB97M-V/def2-TZVPD" de_lowest_kcal_mol=119.07 homo_energy_ev=-13.50 max_force_ev_per_a=6.06 charge=+1 orbital_gap_ev=8.7
N -0.49413 -2.24682 -0.17639 0.0870
C 1.00182 1.08747 -0.86110 -0.3580
C -0.63928 -1.03451 -0.33841 -0.2055
C 0.13146 2.89306 0.80755 -1.0779
C 0.56974 1.98676 -0.16845 0.0146
C -0.41225 -3.48923 -0.10766 -0.1225
H -0.26680 -4.13994 -0.98086 0.2646
H -1.61451 -0.54929 -0.29800 0.3360
H 1.20129 0.47083 -1.69487 0.5758
H 0.35121 -0.39367 -0.19206 0.2641
H 0.81902 3.84949 0.57489 0.2733
H -0.84814 3.14481 0.86265 0.3628
H 0.51927 2.54700 1.80483 0.3019
H -0.31870 -4.12597 0.76788 0.2835

=====

14
Properties=species:S:1:pos:R:3:mulliken_charge:R:1 method="wB97M-V/def2-TZVPD" smiles="C#CC[NH2+]C=C" de_lowest_kcal_mol=87.07 homo_energy_ev=-14.92 max_force_ev_per_a=2.81 charge=+1 orbital_gap_ev=11.4
N 0.48272 0.79100 -0.51876 -0.3285
C 1.56673 0.07592 0.25994 0.0077
C -1.67269 -0.17639 0.04848 -0.3335
C 1.55584 -1.22099 0.03992 -0.7148
C -0.81142 0.96676 0.43915 -0.1850
C -2.61348 -0.91677 -0.05216 -0.1032
H 0.85945 -1.65747 -0.69429 0.1999
H -0.37945 1.01710 1.47958 0.3045
H -3.06370 -1.82210 -0.40023 0.3506
H 2.34101 -1.74894 0.45604 0.3409
H -1.27268 1.92852 0.24310 0.3502
H 0.70683 1.70389 -0.92023 0.3550
H 2.16846 0.79672 0.91052 0.4019
H 0.13239 0.26276 -1.29105 0.3545

=====

14
Properties=species:S:1:pos:R:3:mulliken_charge:R:1 method="wB97M-V/def2-TZVPD" de_lowest_kcal_mol=135.98 homo_energy_ev=-15.88 max_force_ev_per_a=4.10 charge=+1 orbital_gap_ev=9.3
N 0.74931 -0.81571 2.37650 0.1296
C -0.48750 0.88485 -1.46264 0.1844
C 1.87769 -1.03198 3.14271 -0.6783
C -0.86172 1.63255 -2.71178 -1.0137
C -0.03465 -0.74209 1.56758 -0.2972
C -1.29688 0.40836 -0.61438 -0.0076
H -1.98160 1.83345 -3.06409 0.3300
H -0.28325 2.58694 -2.76522 0.3018
H -2.06836 -0.10304 -0.15215 0.4349
H 2.70842 -0.70336 2.65025 0.3347
H 0.67726 0.86925 -1.30204 0.3506
H -0.62362 1.00100 -3.58017 0.3281
H 1.72879 -0.40194 3.94799 0.3291
H 2.09370 -2.10030 3.58267 0.2735

=====

14
Properties=species:S:1:pos:R:3:mulliken_charge:R:1 method="wB97M-V/def2-TZVPD" de_lowest_kcal_mol=108.35 homo_energy_ev=-16.36 max_force_ev_per_a=4.49 charge=+1 orbital_gap_ev=9.8
N 0.00625 1.34076 0.97649 -0.3020
C -0.42754 -0.89154 -0.02217 -0.7123
C 1.41244 0.79231 -1.17131 -1.0326
C -0.14969 0.61713 -0.40858 0.3139
C -1.01729 -0.83567 1.40844 -0.3651
C -0.53113 0.47637 1.57561 0.3353
H -2.09466 -0.82864 1.43754 0.2794
H 1.37864 1.32013 -2.11992 0.3060
H -1.01647 1.23348 -0.91055 0.4137
H 2.06587 1.32842 -0.55607 0.3697
H -0.81292 -1.70961 2.12692 0.3425
H 0.53967 -1.45070 -0.05950 0.3560
H 1.68887 -0.29996 -1.38769 0.3209
H -1.04205 -1.09247 -0.88922 0.3745

=====

14
Properties=species:S:1:pos:R:3:mulliken_charge:R:1 method="wB97M-V/def2-TZVPD" de_lowest_kcal_mol=167.73 homo_energy_ev=-15.48 max_force_ev_per_a=4.48 charge=+1 orbital_gap_ev=9.2
N 0.83320 0.10297 -0.48962 0.3500
C -0.50858 0.05055 0.10283 0.1037
C -0.02722 -1.24868 -0.37113 -0.2294
C 1.42906 0.97116 -1.55323 -0.3704
C 2.04854 0.92193 -0.22248 -0.1285
C -0.58321 0.18341 1.61106 -1.3750
H 0.48873 -1.91985 0.43356 0.2934
H 1.86004 0.43782 -2.53833 0.2867
H -0.36464 -1.55379 -1.45283 0.2811
H 1.04938 1.99162 -1.91332 0.2852
H -1.01803 1.16218 1.80598 0.3699
H -1.30054 0.54160 -0.30731 0.3689
H 0.39707 0.06313 2.22472 0.3512
H -1.26521 -0.48282 1.98930 0.4132

=====

14
Properties=species:S:1:pos:R:3:mulliken_charge:R:1 method="wB97M-V/def2-TZVPD" de_lowest_kcal_mol=98.38 homo_energy_ev=-14.72 max_force_ev_per_a=5.67 charge=+1 orbital_gap_ev=10.1
N 0.93359 -0.38800 -0.03215 -0.1582
C -1.62705 -0.79296 -0.01492 0.2221
C 3.46466 0.09894 -0.08786 -0.7950
C 2.18806 -0.21478 -0.06943 0.8586
C -0.40773 -1.33617 -0.06568 -0.2615
C -1.89635 0.65693 0.09038 -1.3481
H 4.00655 0.33216 -1.00502 0.2819
H -1.23292 1.29784 0.83820 0.3531
H -2.86969 0.85104 0.20583 0.3529
H -2.40736 -1.55762 -0.12450 0.3643
H -0.12707 -2.44203 -0.03699 0.3628
H 4.03660 0.27674 0.85544 0.2694
H -1.53663 1.10202 -0.90419 0.3985
H 0.24556 0.41314 0.05377 0.0991

=====

14
Properties=species:S:1:pos:R:3:mulliken_charge:R:1 method="wB97M-V/def2-TZVPD" smiles=C[C@H]1[N@@H+]2[C@H]3C[C@@]312 de_lowest_kcal_mol=146.25 homo_energy_ev=-15.65 max_force_ev_per_a=5.95 charge=+1 orbital_gap_ev=11.2
N -0.78978 -0.27697 -0.26660 -0.2292
C 1.40959 -1.40750 -0.02663 -1.4005
C -1.45949 1.83454 0.52053 -0.5627
C -1.04582 1.03100 -0.72292 0.3252
C 0.02984 0.93620 0.12815 -0.3424
C 0.63080 -0.24163 -0.54308 0.4816
H -2.04267 1.30055 1.39606 0.2179
H 1.09514 -1.57008 0.94217 0.3707
H 0.86720 -0.00533 -1.58888 0.3771
H 2.45930 -1.23249 -0.06710 0.3663
H -1.23521 -0.76410 0.53252 0.3624
H -1.24792 1.28478 -1.76125 0.4155
H 1.30308 -2.41243 -0.55922 0.3380
H -1.55400 2.97372 0.55792 0.2800

=====

14
Properties=species:S:1:pos:R:3:mulliken_charge:R:1 method="wB97M-V/def2-TZVPD" de_lowest_kcal_mol=84.71 homo_energy_ev=-14.45 max_force_ev_per_a=3.89 charge=+1 orbital_gap_ev=11.0
N -1.26805 0.65551 0.52462 -0.0430
C 0.46194 -0.52489 0.22303 0.4836
C 0.21051 0.97051 0.30619 -0.0521
C 1.45525 -1.47829 -0.30320 -1.1621
C -0.80286 -0.66790 0.55618 -0.5882
C -0.76247 1.42300 -0.65656 -0.4284
H 1.76745 -1.10539 -1.25291 0.3212
H 0.99389 -2.42638 -0.46027 0.3569
H -1.37437 -1.42220 0.86953 0.5314
H -1.07370 2.38363 -0.66786 0.3423
H -0.95023 1.06910 -1.66169 0.2520
H -1.78592 1.04494 1.29011 0.3045
H 0.80673 1.68113 0.91572 0.3515
H 2.32183 -1.60276 0.31711 0.3303

=====

15
Properties=species:S:1:pos:R:3:mulliken_charge:R:1 method="wB97M-V/def2-TZVPD" de_lowest_kcal_mol=95.00 homo_energy_ev=-8.02 max_force_ev_per_a=0.43 orbital_gap_ev=8.8
N -1.22443 1.36525 -0.63336 -0.5351
N -0.05911 -0.65147 0.03982 0.2075
C 2.08086 -0.05098 0.01979 -0.1485
C -1.23265 -1.30128 0.61271 -0.9786
C -0.03134 0.71168 -0.27896 0.4509
C 1.35622 -1.17868 0.36364 -1.1552
C 1.27798 1.08878 -0.29552 -0.5786
H 3.16611 -0.04195 0.01730 0.4045
H 1.63290 2.08280 -0.54922 0.3594
H -1.02070 -2.37004 0.67311 0.3532
H -1.40339 -0.91951 1.62305 0.3297
H -2.10791 -1.11440 -0.01523 0.3831
H 0.46007 -1.37880 -0.69830 0.4242
H -1.03580 2.27781 -1.03001 0.2422
H -1.85881 1.48079 0.15117 0.2413